# C25H28F5O2Rh

A structure of composition C25H28F5O2Rh in a non-equilibrium geometry (wB97M-V/def2-TZVPD, the OMol25 dataset).

```
61
Properties=species:S:1:pos:R:3:nbo_charge:R:1
O -2.415 1.150 -1.014 -0.5984
C -2.388 0.455 -2.335 -0.0489
C -2.794 1.728 -3.069 -0.4597
H -3.134 -0.346 -2.299 0.2039
H -1.354 0.122 -2.503 0.1960
C -2.733 2.418 -1.680 0.2994
H -3.784 1.683 -3.519 0.2204
H -2.040 2.135 -3.744 0.2176
C -4.014 3.074 -1.208 -0.6371
H -4.887 2.442 -1.410 0.2196
H -4.164 3.992 -1.792 0.2235
H -3.960 3.351 -0.145 0.2270
C -1.561 3.382 -1.627 -0.6309
H -0.683 2.955 -2.136 0.2142
H -1.313 3.675 -0.600 0.2191
H -1.823 4.309 -2.155 0.2215
Rh -2.354 0.436 0.968 0.7519
C 3.865 0.124 2.953 -0.0859
C 3.886 -1.147 2.300 -0.3840
C 4.219 -0.937 0.932 -0.0543
H 3.678 -2.106 2.757 0.2242
C 4.426 0.461 0.734 -0.2874
C 4.193 1.122 1.981 -0.2662
H 4.250 2.192 2.161 0.2131
H 3.644 0.309 4.002 0.2130
H 4.281 -1.710 0.181 0.2111
H 4.702 0.945 -0.194 0.2081
C -1.848 0.279 2.859 -0.3036
C -0.889 1.116 2.162 -0.3101
C -1.603 2.204 1.564 -0.3418
H 0.171 0.919 2.006 0.2599
C -2.981 2.099 1.970 -0.3344
C -3.142 0.903 2.751 -0.3395
H -4.085 0.531 3.181 0.2445
H -1.686 -0.637 3.416 0.2498
H -1.129 2.987 0.992 0.2247
H -3.783 2.806 1.765 0.2309
O 2.043 -1.092 -0.887 -0.5301
C 1.932 0.119 -1.658 -0.0773
C 2.018 -0.175 -3.166 -0.4385
H 2.709 0.820 -1.308 0.1946
H 0.957 0.567 -1.387 0.1641
C 2.119 -1.710 -3.224 -0.4334
H 2.917 0.284 -3.579 0.2140
H 1.158 0.171 -3.755 0.2029
C 1.801 -2.183 -1.792 -0.0742
H 3.131 -1.997 -3.530 0.2076
H 1.454 -2.113 -3.983 0.2140
H 2.477 -2.984 -1.467 0.1923
H 0.742 -2.517 -1.730 0.1707
F 0.707 -0.921 3.257 -0.3277
C 0.183 -1.982 2.569 0.2526
C -0.793 -1.846 1.604 -0.1842
C -1.090 -2.983 0.891 0.3002
F -2.024 -2.963 -0.098 -0.3367
C -0.443 -4.220 1.140 0.2415
F -0.718 -5.315 0.404 -0.3028
C 0.484 -4.345 2.169 0.2645
F 1.081 -5.526 2.440 -0.2932
C 0.771 -3.215 2.916 0.2686
F 1.617 -3.289 3.968 -0.3003
```

Results
**Strongest force on any atom**: 10.23 eV/A
**E_LUMO (spin up / spin down)**: 0.012 / -0.068 hartree
**<S²>**: 6.03
**Relative energy (zero: lowest compared OMol25 entry of this formula, charge and spin)**: 1.2525 eV
**E_tot**: -1729.36077 hartree
**Kohn-Sham gap (spin up / spin down)**: 6.25 / 5.78 eV
**2S+1**: 5

***

# C25H28F5O3Sr

A structure of composition C25H28F5O3Sr in a non-equilibrium geometry (wB97M-V/def2-TZVPD, the OMol25 dataset).

```
62
Properties=species:S:1:pos:R:3:nbo_charge:R:1
O -2.314 -0.946 -2.936 -0.5269
C -3.597 -0.202 -3.219 -0.0821
C -4.066 -1.518 -3.956 -0.4360
H -3.557 0.630 -3.971 0.1546
H -4.100 0.099 -2.296 0.2113
C -2.458 -1.736 -4.152 0.2674
H -4.753 -1.478 -4.810 0.1866
H -4.405 -2.170 -3.161 0.2109
C -1.941 -0.841 -5.305 -0.6488
H -2.686 -0.061 -5.562 0.1954
H -1.746 -1.357 -6.242 0.2008
H -1.021 -0.343 -4.990 0.2400
C -1.675 -3.029 -3.926 -0.6415
H -2.073 -3.674 -3.140 0.2195
H -0.669 -2.813 -3.563 0.2435
H -1.533 -3.642 -4.818 0.2003
Sr -0.424 2.834 -0.263 1.8306
C -1.502 -0.046 1.221 -0.3382
C -1.673 1.207 1.846 -0.4122
C -2.864 1.804 1.337 -0.4871
H -1.039 1.612 2.607 0.2212
C -3.519 0.825 0.533 -0.3797
C -2.619 -0.275 0.379 -0.3325
H -2.777 -1.142 -0.281 0.2031
H -0.692 -0.748 1.401 0.2248
H -3.217 2.801 1.572 0.1802
H -4.561 0.837 0.152 0.1854
C 1.818 0.282 -0.369 -0.3077
C 1.644 -0.599 -1.461 -0.3165
C 1.644 0.178 -2.651 -0.3445
H 1.546 -1.682 -1.389 0.1916
C 1.853 1.536 -2.310 -0.4139
C 1.993 1.592 -0.886 -0.5158
H 2.312 2.466 -0.317 0.1935
H 1.853 0.005 0.673 0.2102
H 1.540 -0.200 -3.653 0.1815
H 1.926 2.389 -2.984 0.1807
O -1.156 4.576 -2.283 -0.5971
C -1.598 5.216 -3.585 -0.0567
C -1.771 6.691 -3.341 -0.4433
H -2.500 4.697 -3.932 0.2046
H -0.776 5.091 -4.318 0.1937
C -1.312 6.957 -1.933 -0.4260
H -2.788 6.996 -3.467 0.2155
H -1.222 7.275 -4.050 0.2188
C -0.924 5.611 -1.296 -0.0991
H -2.038 7.513 -1.338 0.2249
H -0.413 7.572 -1.956 0.2188
H -1.577 5.389 -0.420 0.1749
H 0.154 5.541 -0.997 0.1809
F 4.406 0.780 5.774 -0.3137
C 3.520 1.076 4.803 0.1998
C 2.606 0.109 4.364 0.2741
F 2.625 -1.129 4.918 -0.3109
C 1.702 0.393 3.355 0.2320
F 0.880 -0.627 2.957 -0.3147
C 1.642 1.670 2.708 0.2694
O 0.887 1.952 1.697 -0.8631
C 2.571 2.614 3.222 0.2637
F 2.609 3.814 2.614 -0.3342
C 3.499 2.332 4.204 0.2519
F 4.394 3.258 4.596 -0.3141
```

Results
**Charge**: -1
**Strongest force on any atom**: 2.92 eV/A
**E_LUMO**: 0.057 hartree
**Relative energy (zero: lowest compared OMol25 entry of this formula, charge and spin)**: 0.0000 eV
**E_tot**: -1725.06455 hartree
**Kohn-Sham gap**: 5.01 eV

***

# C25H28FN6O2S

The ion C25H28FN6O2S with charge +1 in a non-equilibrium geometry (wB97M-V/def2-TZVPD, the OMol25 dataset).

```
63
Properties=species:S:1:pos:R:3:nbo_charge:R:1
C 5.244 3.032 -1.417 -0.2445
H 4.797 3.935 -0.998 0.1916
H 5.877 2.556 -0.667 0.1851
H 5.845 3.294 -2.287 0.2035
O 4.261 2.142 -1.912 -0.4794
C 3.320 1.585 -1.136 0.2942
C 2.470 0.710 -1.811 -0.2191
C 1.461 0.025 -1.170 -0.2097
C 1.268 0.211 0.192 -0.1162
C 2.095 1.094 0.884 -0.3024
C 3.123 1.781 0.255 0.3093
O 3.957 2.631 0.906 -0.5101
C 3.874 2.754 2.307 -0.2553
H 4.684 3.425 2.585 0.2175
H 4.018 1.789 2.802 0.1805
H 2.922 3.196 2.619 0.1766
H 1.948 1.224 1.946 0.2178
C 0.177 -0.516 0.939 -0.0856
C -0.087 -1.865 0.370 0.3165
N -1.181 -2.264 -0.245 -0.3386
N -0.984 -3.532 -0.577 -0.0349
N 0.150 -3.929 -0.202 -0.0311
N 0.767 -2.918 0.411 -0.1698
C 2.103 -3.050 0.935 -0.2527
C 3.124 -2.531 -0.028 -0.2354
C 3.259 -2.840 -1.347 -0.2436
C 4.354 -2.183 -1.949 -0.2476
C 5.034 -1.394 -1.081 -0.3965
S 4.354 -1.428 0.494 0.4466
H 5.905 -0.797 -1.263 0.2465
H 4.625 -2.301 -2.982 0.2385
H 2.606 -3.517 -1.867 0.2384
H 2.176 -2.519 1.888 0.2221
H 2.250 -4.122 1.107 0.2636
H 0.476 -0.633 1.990 0.2421
N -1.088 0.312 0.954 -0.3381
H -0.824 1.215 1.369 0.4328
C -2.161 -0.275 1.793 -0.2617
H -1.768 -0.497 2.787 0.2241
H -2.484 -1.198 1.309 0.2612
C -3.328 0.723 1.886 -0.2283
N -3.835 1.092 0.596 -0.4343
C -4.907 0.388 0.022 0.0576
C -5.324 -0.868 0.458 -0.2412
C -6.425 -1.492 -0.103 -0.1986
C -7.138 -0.887 -1.121 -0.2006
C -6.748 0.363 -1.573 -0.2735
C -5.659 0.980 -0.996 0.4225
F -5.315 2.214 -1.440 -0.3354
H -7.286 0.876 -2.354 0.2397
H -7.992 -1.376 -1.559 0.2293
H -6.720 -2.464 0.260 0.2257
H -4.794 -1.377 1.248 0.2052
C -2.792 1.620 -0.244 -0.2202
H -3.176 1.855 -1.234 0.2590
C -1.637 0.621 -0.392 -0.2777
H -0.843 1.043 -1.010 0.2460
H -1.987 -0.316 -0.830 0.2714
H -2.420 2.554 0.198 0.1948
H -4.128 0.301 2.493 0.2492
H -2.977 1.636 2.387 0.1998
H 0.842 -0.658 -1.730 0.2294
H 2.642 0.572 -2.865 0.2437
```

Results
**Charge**: +1
**Strongest force on any atom**: 1.62 eV/A
**E_LUMO**: -0.097 hartree
**Relative energy (zero: lowest compared OMol25 entry of this formula, charge and spin)**: 0.3540 eV
**E_tot**: -1946.22438 hartree
**Kohn-Sham gap**: 8.21 eV
**SMILES**: COc1ccc([C@H](c2nnnn2Cc2cccs2)[NH+]2CCN(c3ccccc3F)CC2)cc1OC

***

# C25H28N2O2S

A cluster of 2 separate species, C25H28N2O2S in total in a non-equilibrium geometry (wB97M-V/def2-TZVPD, the OMol25 dataset).

```
58
Properties=species:S:1:pos:R:3:nbo_charge:R:1
C 7.072 -2.942 2.274 -0.6330
C 5.822 -2.125 2.153 0.0050
C 5.166 -1.685 3.306 -0.2206
C 4.038 -0.876 3.223 -0.1575
C 3.544 -0.501 1.970 -0.3695
S 2.195 0.666 1.888 2.2841
N 0.910 -0.385 1.636 -0.7265
C -0.283 0.043 1.324 0.1924
C -1.444 -0.800 1.560 -0.1628
C -2.762 -0.296 1.620 -0.1561
C -3.823 -1.157 1.896 -0.2233
C -3.588 -2.524 2.092 -0.1790
C -2.283 -3.037 2.012 -0.2352
C -1.217 -2.176 1.744 -0.0873
O 2.064 1.316 3.166 -0.9166
O 2.440 1.459 0.702 -0.9488
C 4.162 -0.972 0.804 -0.1139
C 5.290 -1.785 0.905 -0.2288
H 7.462 -3.202 1.287 0.2164
H 7.853 -2.395 2.817 0.2254
H 6.886 -3.869 2.829 0.2238
H 5.553 -1.964 4.284 0.2149
H 3.536 -0.513 4.116 0.2411
H -0.451 1.076 0.991 0.2028
H -2.924 0.770 1.456 0.2176
H -4.831 -0.744 1.963 0.2211
H -4.429 -3.187 2.305 0.2187
H -2.101 -4.101 2.154 0.2195
H -0.196 -2.544 1.661 0.2278
H 3.766 -0.689 -0.169 0.2282
H 5.781 -2.146 0.002 0.2131
C -5.051 3.613 -3.117 -0.2301
C -3.891 4.376 -2.963 -0.2025
C -2.828 3.882 -2.205 -0.2126
C -2.914 2.616 -1.613 -0.0182
C -1.674 2.042 -0.936 -0.4364
C -0.898 1.180 -1.921 -0.0303
C 0.508 0.647 -1.568 -0.4010
C 0.710 -0.523 -2.538 -0.4144
C -0.697 -0.831 -3.074 -0.2181
N -1.571 -0.065 -2.170 -0.6466
C -4.105 1.876 -1.719 -0.1947
C -5.160 2.366 -2.495 -0.2105
H -5.868 3.988 -3.725 0.2146
H -3.797 5.354 -3.429 0.2149
H -1.908 4.457 -2.069 0.2129
H -1.032 2.855 -0.564 0.2225
H -2.008 1.403 -0.109 0.2038
H -0.737 1.810 -2.828 0.1557
H 1.310 1.385 -1.487 0.2356
H 0.413 0.160 -0.597 0.1988
H 1.400 -0.251 -3.338 0.2062
H 1.108 -1.390 -2.002 0.2055
H -0.773 -0.472 -4.117 0.1627
H -0.974 -1.890 -3.074 0.1971
H -2.527 0.023 -2.512 0.3738
H -4.187 0.918 -1.194 0.2066
H -6.059 1.762 -2.605 0.2117
```

Results
**Strongest force on any atom**: 2.32 eV/A
**E_LUMO**: -0.016 hartree
**Relative energy (zero: lowest compared OMol25 entry of this formula, charge and spin)**: 0.2163 eV
**E_tot**: -1627.57684 hartree
**Kohn-Sham gap**: 8.27 eV
**SMILES**: Cc1ccc(S(=O)(=O)/N=C/c2ccccc2)cc1.c1ccc(C[C@H]2CCCN2)cc1

***

Q: What is the formula in the first record?
A: C25H28F5O2Rh